Record 1
ORCA calculation (ωB97M-V/def2-TZVPD) on a molecular structure, C16H9CdF8IN4O4S2 at a distorted geometry.

Last column: Mulliken charge in e.
Atoms and positions in Å:
Cd1 -0.380506 -0.337249 0.014666  1.3646
F1 -3.486500 3.883903 -1.645327  -0.3246
C1 -2.304303 3.251617 -1.714671  0.3673
C2 -2.102101 2.093632 -0.986367  -0.1769
C3 -0.878687 1.438041 -1.046174  -0.6518
C4 0.154155 1.956226 -1.852082  0.0832
C5 -0.116723 3.112536 -2.585018  0.4299
F2 0.796225 3.644539 -3.429756  -0.3419
C6 -1.324418 3.777065 -2.527874  -0.7303
C7 1.468747 1.250776 -1.895575  0.7946
C8 2.618920 1.789667 -2.477655  -0.8883
C9 3.791372 1.054521 -2.502402  -0.2930
C10 3.819695 -0.211857 -1.941773  -0.9213
C11 2.656872 -0.673415 -1.358814  -0.1643
N1 1.525281 0.027410 -1.334201  -0.1008
H1 -2.912454 1.724208 -0.369992  0.4945
H2 -1.480070 4.673344 -3.110686  0.4890
H3 2.614796 2.776394 -2.905850  0.4773
H4 4.675173 1.476577 -2.962468  0.4348
H5 4.715323 -0.815992 -1.944667  0.4024
H6 2.624484 -1.650981 -0.892869  0.4622
F3 1.852692 -1.296955 1.723007  -0.2038
C12 0.899690 -2.052480 2.273122  0.5893
F4 1.400962 -2.802205 3.223934  -0.2261
F5 0.475009 -2.882939 1.281016  -0.2469
S1 -0.616099 -1.001668 2.778982  1.5010
O1 -0.334410 0.273537 2.131227  -1.0254
O2 -1.685498 -1.742456 2.157930  -0.8393
N2 -0.717569 -0.926611 4.327444  -0.6571
S2 0.453405 0.033459 4.938711  1.0370
O3 0.507878 -0.044774 6.354167  -0.6526
O4 1.653728 -0.144507 4.170862  -0.5939
C13 -0.125137 1.811670 4.615170  0.7088
F6 -0.031467 2.466163 5.773278  -0.2323
F7 0.640948 2.432590 3.730468  -0.2183
F8 -1.399304 1.852567 4.221800  -0.2326
I1 -2.796239 -4.668875 -4.158515  0.1367
C14 -2.301700 -3.703226 -2.394516  -0.7017
C15 -2.694134 -4.047545 -1.118771  -0.0398
N3 -2.153741 -3.136680 -0.296262  0.1373
N4 -1.438629 -2.227397 -0.961236  -0.1408
C16 -1.518548 -2.552366 -2.243409  -0.5357
H7 -3.308940 -4.860402 -0.772797  0.4696
H8 -2.217216 -3.057697 0.709197  0.2643
H9 -1.020952 -1.962156 -2.995258  0.4957

Forces on atoms 1 to 2 (eV/Å):
Cd -0.4 -0.1 -1.4
F 0.0 0.0 0.0

The calculation puts the highest occupied orbital energy at -8.999 eV. The frontier orbital gap comes out at 8.83 eV.


Record 2
ORCA calculation (ωB97M-V/def2-TZVPD) on a molecular structure, C50H50F3N6OTl at a distorted geometry.

Last column: Mulliken charge in e.
Atoms and positions in Å:
Tl1 -2.039609 -0.046942 -1.688823  2.0458
C1 1.338759 1.189362 0.977805  0.0178
C2 0.759434 0.396818 -0.172455  -0.3466
O1 -0.436343 0.090588 -0.098093  -0.4322
H1 2.002500 0.432298 1.462705  0.2718
H2 0.564383 1.533984 1.692155  -0.0985
H3 1.977194 1.956469 0.576526  -0.2376
H4 1.180399 -0.039940 -1.082381  0.4855
H5 2.357498 -7.380416 -3.060324  -0.1091
F1 -2.988790 -6.113167 1.522666  -0.3784
C3 -2.225476 -5.263237 2.329604  0.1530
C4 -2.571487 -3.934121 2.451426  -0.0020
C5 -1.834212 -3.146252 3.299975  -0.1084
C6 -0.825172 -3.674143 4.139161  -0.4059
C7 -0.455304 -4.996542 3.998589  -0.7433
C8 -1.199109 -5.747924 3.032900  -0.5179
H6 -3.476791 -3.606668 1.916654  0.4482
H7 -2.223034 -2.130895 3.511758  0.3471
H8 -0.254892 -3.000128 4.773529  0.2819
H9 0.265259 -5.521571 4.568465  0.5122
H10 -1.058025 -6.793215 3.051469  0.5091
F2 2.416700 -3.088155 3.219846  -0.3289
C9 2.570938 -2.828777 1.927662  0.3271
C10 1.377256 -3.054710 1.233420  0.5783
C11 1.464700 -3.091493 -0.134006  -0.3121
C12 2.647366 -2.796303 -0.732711  -0.8477
C13 3.812442 -2.494522 0.002870  -0.3221
C14 3.790519 -2.480372 1.380158  -1.1547
H11 0.455597 -3.315965 1.732784  0.0808
H12 0.582177 -3.206363 -0.760035  0.4229
H13 2.770057 -2.861062 -1.802333  0.4791
H14 4.696855 -2.405942 -0.571707  0.5262
H15 4.641541 -2.357754 2.034290  0.5624
F3 0.367520 4.380179 -0.972433  -0.0786
C15 1.721773 4.703986 -0.777934  0.3459
C16 2.631945 4.430619 -1.828324  -0.2557
C17 3.879816 5.023427 -1.740567  -0.7125
C18 4.269216 5.665784 -0.578565  -0.4634
C19 3.403297 5.916054 0.501996  -0.6362
C20 2.088673 5.389479 0.395237  -0.3834
H16 2.307442 3.907991 -2.713134  0.5313
H17 4.619543 4.866401 -2.515552  0.4074
H18 5.186948 6.277145 -0.545048  0.3646
H19 3.568491 6.501034 1.396300  0.4671
H20 1.437668 5.697165 1.179488  0.4599
N1 4.371078 1.658777 -0.755164  0.1792
C21 5.131614 1.413093 -1.841696  -0.4882
C22 6.548192 1.576980 -1.812550  -0.4928
C23 7.137210 2.225045 -0.768230  -0.2830
C24 6.335432 2.624004 0.312789  -0.7829
C25 4.955756 2.244593 0.316286  -0.0188
H21 4.682759 0.836433 -2.683936  0.3798
H22 7.150393 1.256952 -2.694112  0.3703
H23 8.231228 2.350151 -0.779535  0.3999
H24 6.775582 3.027900 1.248615  0.4103
H25 4.275807 2.374260 1.195452  0.3838
N2 -2.861989 2.186152 -1.672610  -0.0829
C26 -3.898497 2.800384 -2.285341  -0.6135
C27 -4.326422 4.093549 -1.930142  -0.7757
C28 -3.608507 4.850780 -1.079024  -0.5013
C29 -2.485608 4.229017 -0.523034  -0.6399
C30 -2.174234 2.930089 -0.816761  -0.0094
H26 -4.508211 2.271150 -3.019808  0.4667
H27 -5.171553 4.543694 -2.426121  0.4468
H28 -3.852679 5.828983 -0.689886  0.5013
H29 -1.710458 4.777207 0.027609  0.4411
H30 -1.352829 2.497034 -0.309319  0.5903
N3 -0.892280 0.697716 3.467660  0.2626
C31 -0.208067 -0.250281 4.099426  -0.1346
C32 0.276109 -0.100212 5.390783  -1.1355
C33 0.000394 1.117900 6.022260  -0.4546
C34 -0.701347 2.125365 5.393642  -1.0078
C35 -1.159915 1.855850 4.069635  0.0578
H31 -0.144681 -1.201198 3.546229  0.5644
H32 0.762715 -0.968912 5.785174  0.5332
H33 0.421517 1.265382 7.029024  0.3594
H34 -1.004436 3.011181 5.831610  0.5524
H35 -1.812594 2.619614 3.561374  0.3383
N4 -2.648393 -2.575232 -2.208171  -0.0341
C36 -3.323791 -2.952212 -3.333499  -0.3624
C37 -3.714548 -4.272331 -3.530785  -0.9292
C38 -3.395755 -5.209678 -2.547749  -0.5200
C39 -2.599845 -4.805362 -1.462381  -0.9100
C40 -2.224403 -3.475358 -1.327746  -0.0315
H36 -3.647994 -2.152117 -3.946779  0.5598
H37 -4.338817 -4.526399 -4.322357  0.4928
H38 -3.789764 -6.190830 -2.665594  0.4623
H39 -2.427051 -5.591020 -0.727987  0.3959
H40 -1.644042 -3.176043 -0.460204  0.9441
N5 -3.293921 -0.409287 -0.024499  0.0618
C41 -3.002575 0.220716 1.139628  0.6265
C42 -3.820956 0.080940 2.306725  -0.9843
C43 -4.829254 -0.927372 2.262945  -0.1953
C44 -4.999706 -1.624978 1.107838  -0.8926
C45 -4.284324 -1.280947 -0.010216  0.1112
H41 -2.053801 0.756904 1.198939  0.0840
H42 -3.485729 0.661133 3.192855  0.3322
H43 -5.369815 -1.298366 3.153197  0.4086
H44 -5.826646 -2.409327 1.021208  0.3756
H45 -4.555243 -1.894535 -0.890733  0.4253
N6 -1.064546 0.522651 -3.806752  -0.1324
C46 -0.496357 -0.594438 -4.370822  -0.2121
C47 0.326420 -0.448625 -5.424782  -0.8649
C48 0.606083 0.798266 -5.979879  -0.3566
C49 0.073545 1.910485 -5.366801  -0.9954
C50 -0.786542 1.732272 -4.301569  0.1179
H46 -0.707831 -1.550034 -4.046060  0.5539
H47 0.681097 -1.382767 -5.883038  0.4269
H48 1.063797 0.863191 -6.950979  0.4762
H49 0.105988 2.879761 -5.751951  0.5749
H50 -1.272420 2.570106 -3.787316  0.4236

Forces on atoms 1 to 2 (eV/Å):
Tl 0.7 -0.8 -2.5
C 0.3 -1.5 -0.7

The calculation puts the highest occupied orbital energy at -9.522 eV. The frontier orbital gap comes out at 1.72 eV. Its net charge is +2.


Record 3
ORCA calculation (ωB97M-V/def2-TZVPD) on 2 unconnected molecules or ions with the total composition C3H11N2O at a distorted geometry.

Last column: Mulliken charge in e.
Atoms and positions in Å:
C1 -0.223195 1.580268 -1.116109  -0.7832
N1 -0.492620 0.286856 -0.490095  0.2032
C2 -1.831420 -0.276508 -0.650169  -0.8016
C3 0.523842 -0.526121 -0.192770  -1.0152
H1 -1.183383 2.039939 -1.322619  0.3093
H2 0.361908 2.208958 -0.441055  0.3165
H3 0.332619 1.484543 -2.056153  0.3519
H4 -2.486153 0.536779 -0.937694  0.2963
H5 -1.870107 -1.051544 -1.423605  0.3574
H6 -2.163739 -0.718239 0.291518  0.3271
H7 0.328819 -1.572263 -0.031832  0.6149
H8 1.524079 -0.155323 -0.339866  0.5461
N2 1.085970 -0.481420 1.942235  -0.4979
O1 2.114475 -1.252960 1.313780  -0.3961
H9 1.014008 0.450389 1.516423  0.4367
H10 0.222682 -1.017799 1.937525  0.3846
H11 2.742215 -1.535553 2.000485  0.3500

Forces on atoms 1 to 2 (eV/Å):
C 0.2 0.6 0.0
N 2.2 -2.4 -0.7

The calculation puts the highest occupied orbital energy at -14.413 eV. The frontier orbital gap comes out at 9.86 eV. Its net charge is +1.


Record 4
ORCA calculation (ωB97M-V/def2-TZVPD) on a single C5H10N2 molecule at a distorted geometry.

Last column: Mulliken charge in e.
Atoms and positions in Å:
C1 0.776321 -2.700885 -0.025769  -0.7729
C2 -0.152048 -0.737596 -0.526185  -0.0629
C3 0.706177 1.531370 -0.372912  -0.4190
C4 -0.701069 1.663580 0.156890  0.1149
C5 -1.180150 1.291846 1.513084  -1.0625
H1 1.215004 -3.349871 -0.804446  0.2767
H2 1.220482 -3.090505 0.908912  0.2593
H3 -0.262796 -3.083453 -0.106858  0.2794
H4 -1.165267 -1.178632 -0.597674  0.2914
H5 1.066665 2.313425 -1.030739  0.2585
H6 1.401799 1.198406 0.473477  0.2394
H7 -1.272922 2.345367 -0.543225  0.3080
H8 -2.179997 0.839116 1.531210  0.2675
H9 -0.430345 0.473706 1.747698  0.2804
H10 -1.170222 2.180263 2.157656  0.3117
N1 0.936719 -1.317032 -0.323941  -0.3179
N2 -0.239261 0.611645 -0.848438  -0.2520

Forces on atoms 1 to 2 (eV/Å):
C -0.1 -2.7 -0.8
C -1.1 1.4 -0.5

The calculation puts the highest occupied orbital energy at -8.867 eV. The frontier orbital gap comes out at 9.96 eV. Its structure (SMILES) is C/N=C/N1C[C@@H]1C.


Record 5
ORCA calculation (ωB97M-V/def2-TZVPD) on 2 unconnected molecules or ions with the total composition C3H12N2O at a distorted geometry.

Last column: Mulliken charge in e.
Atoms and positions in Å:
C1 -0.070456 -1.178757 -1.798968  -0.5796
C2 0.035031 -0.307284 -0.565885  -0.5065
C3 -0.618431 1.051610 -0.511556  -0.4433
N1 -0.795766 1.455679 0.871691  -0.4372
N2 -0.188946 -2.626465 -1.531339  -0.6523
H1 0.729185 -1.093350 -2.530374  0.2833
H2 -0.956448 -0.917271 -2.322968  0.3453
H3 0.998083 -0.261061 -0.063032  0.3581
H4 -0.530284 -0.919158 0.164296  0.2447
H5 0.053283 1.793390 -0.975781  0.2123
H6 -1.521707 1.207624 -1.115789  0.3295
H7 -0.855525 0.687489 1.521769  0.1899
H8 -1.462930 2.176435 1.082249  0.1822
H9 0.356193 -2.844706 -0.700726  0.2466
H10 -1.139733 -2.916701 -1.340764  0.2420
H11 1.844559 2.004027 2.651305  0.3232
H12 2.065759 1.496770 4.040383  0.3031
O1 2.058134 1.191729 3.125491  -0.6414

Forces on atoms 1 to 2 (eV/Å):
C 0.4 -0.7 -0.4
C -1.1 -1.0 1.5

The calculation puts the highest occupied orbital energy at -8.877 eV. The frontier orbital gap comes out at 9.87 eV. Its structure (SMILES) is NCCCN.O.


Record 6
ORCA calculation (ωB97M-V/def2-TZVPD) on a molecular structure, C8H12ClF6N4O9PrS2 at a distorted geometry.

Last column: Mulliken charge in e.
Atoms and positions in Å:
Pr1 0.657056 0.621452 -0.428180  0.8027
O1 0.304716 -1.047054 3.152202  -0.6443
Cl1 0.745603 -1.389411 1.844736  1.8965
O2 1.250468 -2.720559 1.778724  -0.6810
O3 -0.361945 -1.197581 0.858823  -0.5142
O4 1.785933 -0.410681 1.382161  -0.5785
N1 3.404187 -2.609972 -0.444657  -0.3315
C1 2.732763 -1.676810 -1.131858  0.5998
O5 1.488205 -1.682621 -1.172811  -0.5014
C2 3.497741 -0.613345 -1.851675  -0.5870
C3 2.971746 0.784360 -1.466544  -1.0791
H1 2.884806 -3.187976 0.196751  0.2526
H2 4.391096 -2.497596 -0.301936  0.2141
H3 3.298003 -0.802240 -2.910926  0.2018
H4 4.573719 -0.757642 -1.702040  0.3584
H5 3.153710 1.465592 -2.299529  0.5189
H6 3.568295 1.162802 -0.628613  0.3230
F1 1.207571 4.697947 3.195625  -0.1940
C4 0.713774 3.475292 3.296450  0.5124
F2 -0.399299 3.486445 4.014176  -0.1935
F3 1.605038 2.657314 3.841346  -0.1794
S1 0.368854 2.802116 1.628143  1.2887
O6 -0.227436 1.470717 1.754624  -0.4814
O7 1.627502 2.758145 0.902885  -0.6665
N2 -0.698944 3.851735 1.087590  -0.6392
S2 -1.391019 3.392482 -0.253648  1.0960
O8 -2.033389 4.447983 -0.947296  -0.6286
O9 -0.466327 2.494459 -1.008026  -0.5057
C5 -2.772741 2.224877 0.212179  0.7242
F4 -3.726109 2.335723 -0.704934  -0.2328
F5 -2.367435 0.953110 0.242118  -0.1593
F6 -3.246195 2.565792 1.400097  -0.2284
C6 -1.828156 -3.568571 -1.265219  -0.8285
N3 -2.491153 -2.265747 -1.438969  0.0099
C7 -3.847942 -2.032722 -0.939849  -0.9831
C8 -1.749240 -1.245011 -1.787348  0.6135
N4 -1.037591 -0.362275 -2.021878  -0.5405
H7 -2.473090 -4.179440 -0.637944  0.3750
H8 -0.870814 -3.429697 -0.765506  0.2562
H9 -1.682800 -4.066654 -2.222181  0.2787
H10 -3.881819 -2.176382 0.140681  0.3334
H11 -4.541686 -2.716974 -1.424506  0.3787
H12 -4.135673 -1.011368 -1.173221  0.3433

Forces on atoms 1 to 2 (eV/Å):
Pr 1.6 -1.6 -1.7
O 0.2 -0.2 -0.5

Its spin multiplicity is 3. The calculation puts the highest occupied orbital energy (spin up / spin down) at -7.785 / -7.762 eV. The expectation value of S² is 2.003. The frontier orbital gap (spin up / spin down) comes out at 8.14 / 8.12 eV.


| no. | E_tot (eV) |
| --- | --- |
| 1 | -86962.001 |
| 2 | -76471.244 |
| 3 | -8307.075 |
| 4 | -8325.071 |
| 5 | -8332.644 |
| 6 | -97438.973 |